(1)
Molecular formula: C38H50AsClF2N4O7Si3Tl
Method: DFT, wB97M-V/def2-TZVPD

The value obtained for the lowest unoccupied orbital energy (alpha / beta) is 0.0058 / 0.0559 Eh. The value obtained for the HOMO energy (alpha / beta) is -4.2 / -4.3 eV. The total charge is -1.

Atoms and positions in Å:
Tl (13.153767, 11.714354, 12.824728)
O (11.018042, 9.602631, 8.553241)
C (9.721735, 9.909274, 8.496722)
C (8.925670, 9.530345, 7.379343)
C (7.586887, 9.866951, 7.347807)
C (7.012441, 10.573265, 8.417138)
C (7.766963, 10.907838, 9.537834)
C (9.137861, 10.583532, 9.609348)
C (10.004209, 10.882587, 10.785229)
O (11.228459, 10.503541, 10.753963)
N (9.421990, 11.554577, 11.815029)
N (10.230432, 11.722719, 12.837233)
C (9.634135, 12.347466, 13.878175)
C (10.166713, 12.755967, 15.131120)
C (9.177045, 13.428188, 15.880634)
C (9.456232, 13.919580, 17.116332)
C (10.722890, 13.715205, 17.666139)
C (11.694598, 13.026168, 16.999965)
C (11.491600, 12.495137, 15.698370)
O (12.361149, 11.801163, 15.089014)
H (11.321094, 9.985306, 9.570904)
H (9.390541, 9.032143, 6.510096)
H (6.922909, 9.530909, 6.532962)
H (5.940958, 10.852003, 8.430747)
H (7.281365, 11.485952, 10.327699)
H (8.566164, 12.632093, 13.769530)
H (8.170271, 13.499266, 15.442178)
H (8.706145, 14.504319, 17.615965)
H (10.919035, 14.195700, 18.624392)
H (12.680528, 12.849518, 17.430969)
Cl (14.753119, 6.833853, 18.576441)
C (14.216769, 7.711242, 17.208548)
C (12.872008, 7.912020, 16.948142)
C (12.472118, 8.538580, 15.788698)
C (13.386539, 8.937373, 14.767914)
O (12.954135, 9.283439, 13.627740)
C (14.812164, 8.836662, 15.138108)
C (15.894606, 9.316184, 14.348205)
O (15.885643, 10.129058, 13.357055)
C (15.183915, 8.232415, 16.319174)
H (12.136217, 7.559021, 17.687055)
H (11.402131, 8.661665, 15.522199)
H (16.895378, 8.951729, 14.679112)
H (16.222390, 8.059673, 16.574081)
C (17.408068, 8.453028, 10.567931)
Si (16.599387, 9.706967, 9.401634)
C (16.476885, 8.899391, 7.694048)
C (17.740254, 11.206627, 9.352038)
As (14.460241, 10.163235, 10.259033)
Si (13.743203, 12.010599, 8.762871)
C (13.534755, 11.157326, 7.073363)
C (12.116245, 12.909918, 9.046812)
C (14.929607, 13.481668, 8.559519)
Si (13.426679, 7.821836, 10.500420)
C (13.464273, 7.016432, 8.778852)
C (14.440783, 6.766230, 11.739313)
C (11.690271, 7.514458, 11.139273)
H (18.454928, 8.349019, 10.321749)
H (16.947177, 7.476789, 10.481810)
H (17.341458, 8.798144, 11.577195)
H (17.443740, 8.585863, 7.326151)
H (16.027719, 9.572997, 6.972721)
H (15.827817, 8.030114, 7.713291)
H (18.755235, 10.824148, 9.277782)
H (17.679401, 11.759142, 10.294482)
H (17.528902, 11.871207, 8.529730)
H (13.264318, 10.102231, 7.235121)
H (14.436709, 11.234694, 6.470750)
H (12.739664, 11.697982, 6.572641)
H (11.197313, 12.387794, 8.793062)
H (12.168474, 13.840903, 8.453051)
H (12.063567, 13.259088, 10.088292)
H (15.934681, 13.272490, 8.942740)
H (14.554929, 14.350701, 9.070894)
H (15.011882, 13.746423, 7.515353)
H (14.367300, 6.440657, 8.588288)
H (13.359878, 7.789336, 8.013795)
H (12.581239, 6.383953, 8.732261)
H (14.957748, 7.487226, 12.392227)
H (15.152331, 6.111471, 11.234422)
H (13.773163, 6.152655, 12.341623)
H (10.918949, 7.849382, 10.438266)
H (11.511031, 8.033565, 12.096326)
H (11.573956, 6.432268, 11.288631)
O (17.899795, 14.414017, 18.543211)
C (17.395657, 15.647912, 18.859420)
N (16.315764, 16.058853, 17.971947)
C (15.617005, 15.100198, 17.314148)
O (15.693165, 13.876174, 17.603016)
C (14.758968, 15.553969, 16.204627)
C (14.551844, 16.934944, 15.888911)
C (13.875166, 17.228870, 14.715949)
C (13.326814, 16.230307, 13.957330)
N (13.484788, 14.942665, 14.250760)
C (14.144580, 14.608465, 15.367381)
H (17.060014, 13.922694, 18.221074)
H (18.193840, 16.386539, 18.777831)
H (17.028586, 15.713684, 19.921464)
H (16.080948, 17.073845, 17.858168)
H (14.926085, 17.716224, 16.546057)
H (13.729096, 18.234909, 14.389497)
H (12.756362, 16.486993, 13.067820)
H (14.177574, 13.559603, 15.694483)
F (16.467988, 13.163155, 11.655259)
C (15.479964, 13.228382, 12.617088)
F (16.088821, 13.092055, 13.841986)
H (15.038833, 14.229942, 12.580546)

Cartesian forces (eV/Å) of the 2 atoms listed first:
0.155 -0.624 -0.356
-0.359 0.322 0.241

Mulliken atomic charge list, values in e, 8 entries:
1 Tl 1.167
2 O -0.415
3 C 0.069
4 C -0.877
5 C -0.285
6 C -0.729
7 C -0.476
8 C 0.640

---

(2)
Molecular formula: C38H51BeCl3N2O3PSi
Method: DFT, wB97M-V/def2-TZVPD

The value obtained for the lowest unoccupied orbital energy (alpha / beta) is 0.0671 / 0.0672 Eh. The value obtained for the HOMO energy (alpha / beta) is -0.9 / -0.8 eV. The total charge is -1.

Atoms and positions in Å:
C (2.619167, -2.679031, -4.208084)
C (2.556553, -1.949547, -5.517522)
H (2.147762, -3.673640, -4.242627)
H (2.132281, -2.146097, -3.375375)
H (3.672934, -2.844056, -3.907665)
C (2.484357, -2.593817, -6.751757)
C (2.594447, -4.061247, -6.878719)
H (2.477416, -2.045058, -7.684321)
H (1.872858, -4.582473, -6.250371)
H (3.596171, -4.385613, -6.573162)
H (2.428894, -4.324150, -7.925870)
Be (2.623306, 1.371962, -3.986220)
Cl (0.881355, 1.314269, 3.549125)
Cl (3.352454, 3.109481, -3.510686)
C (1.041078, 1.659188, -0.963115)
O (0.465918, 0.944525, -1.853304)
N (0.349954, 2.439462, -0.170209)
C (-1.123715, 2.450779, -0.038710)
C (1.059870, 3.503745, 0.500780)
H (2.142843, 1.705554, -0.901602)
H (-1.516971, 1.581241, 0.496639)
H (-1.724670, 2.723364, -0.932377)
H (-1.309816, 3.297501, 0.642457)
H (1.808633, 3.099070, 1.196384)
H (0.382296, 4.142247, 1.067310)
H (1.593612, 4.137277, -0.212109)
H (0.366014, -4.207513, 1.666673)
H (-1.322651, -4.044449, -1.941904)
C (-0.577898, -3.801973, 1.291285)
C (-1.604640, -3.872401, -0.901620)
N (-0.500791, -3.364848, -0.094326)
H (-0.817234, -2.966421, 1.958915)
C (0.328254, -2.353874, -0.501503)
O (0.544505, -1.969084, -1.649519)
H (-2.452596, -3.173457, -0.868559)
H (0.894721, -1.854085, 0.326740)
H (-1.376416, -4.556826, 1.420152)
H (-1.945551, -4.828535, -0.476741)
O (3.054645, 0.040204, -4.232113)
C (2.941442, -0.449704, -5.524317)
C (0.914560, -0.023831, -7.163948)
C (2.032000, 0.431962, -6.431237)
H (0.624731, -1.078156, -7.096841)
C (0.246537, 0.837733, -8.041232)
H (3.969152, -0.430485, -5.946291)
C (2.403178, 1.779162, -6.531346)
H (-0.536061, 0.446431, -8.688387)
C (0.621621, 2.188068, -8.135899)
C (1.652444, 2.661466, -7.311077)
H (3.335231, 2.131964, -6.048200)
H (0.157116, 2.863979, -8.842646)
H (1.894765, 3.722654, -7.282182)
Si (-1.296738, 0.761368, -1.877249)
Cl (-0.692545, -0.432292, 0.947060)
C (-0.884441, -0.402858, -3.374609)
C (-1.652068, 2.246738, -3.102666)
C (-2.652712, -0.054790, -1.018906)
H (-0.448758, 0.081112, -4.243641)
H (-1.822375, -0.869378, -3.697480)
H (-0.153003, -1.165606, -3.114718)
H (-2.828616, -1.063478, -1.421024)
H (-3.543672, 0.561938, -1.091123)
H (-2.377612, -0.217740, 0.048223)
H (-1.566418, 1.933748, -4.154842)
H (-0.921212, 3.047342, -2.929920)
H (-2.650878, 2.676591, -2.993925)
C (-2.597718, 4.497003, 6.600895)
C (-1.270055, 4.601831, 6.145617)
C (-0.605164, 3.463119, 5.678359)
C (-1.280728, 2.232019, 5.584480)
C (-2.597947, 2.130182, 6.086646)
C (-3.254738, 3.259492, 6.578278)
P (-0.403649, 0.783700, 5.059479)
C (0.801394, 0.122840, 6.199192)
C (1.889825, -0.640309, 5.729631)
C (2.823614, -1.152976, 6.624293)
C (2.678214, -0.887231, 7.997458)
C (1.613909, -0.103240, 8.457149)
C (0.678638, 0.415545, 7.565953)
C (-1.486425, -0.495161, 4.478540)
C (-1.495567, -1.740659, 5.141133)
C (-2.416595, -2.727718, 4.784380)
C (-3.297673, -2.487994, 3.727229)
C (-3.284879, -1.260046, 3.056639)
C (-2.444414, -0.232671, 3.490333)
H (-3.119201, 5.389311, 6.966345)
H (-0.767555, 5.577104, 6.166924)
H (0.447555, 3.509564, 5.405556)
H (-3.106808, 1.169862, 6.121360)
H (-4.288314, 3.190203, 6.942120)
H (2.019435, -0.821928, 4.659204)
H (3.650368, -1.759529, 6.241596)
H (3.399792, -1.309873, 8.693546)
H (1.498606, 0.095066, 9.526041)
H (-0.146496, 1.043041, 7.907834)
H (-0.788026, -1.939093, 5.952820)
H (-2.410535, -3.698778, 5.300494)
H (-4.014975, -3.265222, 3.441957)
H (-3.936150, -1.115800, 2.199593)
H (-2.452761, 0.732730, 2.990990)

Cartesian forces (eV/Å) of the 2 atoms listed first:
0.004 -0.291 0.432
0.399 -0.622 -2.829

Mulliken atomic charge list, values in e, 8 entries:
1 C -1.087
2 C 0.671
3 H 0.358
4 H -0.005
5 H 0.322
6 C -0.610
7 C -1.399
8 H 0.476

---

Relative energy (zero: lowest compared OMol25 entry of this formula, charge and spin) in kJ/mol, matching the order above: 286.3, 496.3
Maximum force in hartree/bohr, matching the order above: 0.08417, 0.12553